1.
The following is a quantum chemistry calculation of 7 unconnected molecules or ions with the total composition C24H66N4O8, from the OMol25 dataset.

Structure (ORCA input):
```
! wB97M-V def2-TZVPD RIJCOSX def2/J DEFGRID3
* xyz 1 2
O -3.6476 -5.5839 -1.5431
O -2.1808 4.0201 -0.7668
O 3.0563 8.0147 0.5737
O 0.4670 -0.1990 1.4717
O -1.9494 -0.6769 5.6334
O -2.9905 -2.5971 -4.9085
O 2.6360 -2.6379 -2.9466
O 2.4474 -3.1655 5.5351
N 3.8029 -0.0384 -3.4613
N 1.8937 -1.3300 3.4309
N -4.6518 -2.7924 -2.2042
N 1.1249 5.7455 -0.3385
C 1.6276 -0.0546 -4.3330
C -1.1869 0.0271 4.6191
C -0.5788 1.3244 -0.3147
C -3.7809 -4.5767 -0.5375
C 1.3265 -3.4252 4.7118
C -1.1533 4.9908 -1.1327
C -3.1370 3.8219 -1.7287
C 2.6931 -3.8266 -2.1712
C 3.4210 6.6395 0.5562
C 0.6706 0.7843 0.4293
C 2.5166 -3.4427 2.4393
C -2.4877 -0.6474 -3.7742
C 2.0607 5.8982 0.8464
C 1.4411 -2.7373 3.2943
C 2.2538 -3.6232 6.9068
C 4.1504 8.8794 0.1766
C 2.4160 -0.2362 -3.0873
C -0.1123 5.0290 0.0008
C 2.0826 -1.4678 -2.2413
C -3.5499 -3.1791 -1.3134
C -2.5958 -1.2217 -5.1359
C -1.8327 1.2451 4.0018
C -2.3619 -6.0697 -1.7560
C -3.3009 -1.9322 -0.4043
H -3.4533 -0.5822 -3.2727
H 2.3493 4.8498 0.9227
H -0.2080 0.2501 5.0436
H -1.8203 2.0238 4.7644
H -1.7198 -1.1368 -3.1751
H -3.0193 -4.7007 0.2323
H -2.9103 3.6434 -2.7799
H -1.6759 -1.1462 -5.7157
H 2.6856 -1.4167 4.0518
H 1.2974 1.6008 0.7880
H 1.6880 6.1571 1.8374
H 1.6963 -3.9939 -1.7631
H 0.4388 -2.8974 5.0606
H -4.7814 -4.6220 -0.1073
H -1.0185 0.6392 -1.0395
H -1.1662 1.4676 3.1685
H -3.4015 -2.1815 0.6520
H 3.6608 6.1883 -0.4066
H 3.2489 -3.5491 7.3453
H -0.7083 4.5811 -2.0395
H -2.4916 -1.3028 5.1478
H -2.3471 -1.4474 -0.6126
H 0.5444 0.0627 -4.2998
H -2.3233 -6.9755 -1.1510
H 3.9788 -0.8838 -3.9851
H 3.8985 9.9385 0.2311
H -4.0627 -1.1918 -0.6484
H -1.5379 6.0006 -1.2761
H -3.6387 -2.6989 -4.2078
H -1.3466 1.5830 0.4145
H 0.1428 4.0244 0.3381
H -2.8430 1.0820 3.6266
H -1.0945 -0.6838 3.7980
H 4.3458 8.7343 -0.8859
H 2.1750 0.6081 -2.4414
H 3.5775 -3.2531 2.6029
H 1.2378 -0.7946 3.9816
H 2.0570 0.5059 -5.1633
H -0.3280 2.2389 -0.8522
H 1.5469 -3.0542 7.5107
H 2.6148 -1.4767 -1.2901
H -5.3533 -2.2104 -1.7690
H -5.0637 -3.6812 -2.4502
H 1.3915 0.3695 -0.2753
H 2.0596 -4.6904 7.0135
H 1.6460 -1.0558 -4.7634
H 1.1673 -4.4931 4.5622
H 4.3335 -0.2041 -2.6180
H 1.2926 -0.2164 1.9612
H 4.0838 6.3199 1.3603
H -2.2635 0.4078 -3.9303
H 5.0251 8.6600 0.7889
H -2.6753 -3.3022 -1.9521
H -0.6555 5.4969 0.8218
H 3.1030 -4.6196 -2.7967
H 0.5843 -2.9278 2.6480
H -3.2758 -0.7418 -5.8397
H 2.2415 -4.4947 2.5149
H 0.9760 6.5101 -0.9814
H 3.3801 -3.6427 -1.3452
H -3.7324 2.9892 -1.3542
H -2.1898 -6.2409 -2.8186
H 1.0132 -1.5783 -2.0612
H -1.5965 -5.3736 -1.4127
H 2.3921 -3.1390 1.3999
H -3.7623 4.7098 -1.6354
*
```

Computed properties:
Electronic energy (Eh): -1774.389795
LUMO level (alpha / beta) (eV): -2.8 / -7.9
Gap between HOMO and LUMO (alpha / beta) (eV): 7.854 / 2.766
HOMO (alpha / beta) (eV): -10.67 / -10.67
Molecular weight (g/mol): 538.8

---

2.
The following is a quantum chemistry calculation of 6 unconnected molecules or ions with the total composition C24H66N6O6, from the OMol25 dataset.

Structure (ORCA input):
```
! wB97M-V def2-TZVPD RIJCOSX def2/J DEFGRID3
* xyz 0 1
O -6.8297 0.2884 4.0117
O -2.2264 -3.6559 1.8325
O 1.1215 -1.1943 -1.3861
O -1.8610 1.1237 1.6929
O 2.6376 -0.2130 -7.1441
O 5.1250 3.4784 -0.1824
N 3.5499 -0.4316 -4.2849
N 0.3891 1.2657 0.1309
N 1.5384 4.3565 -0.2083
N 3.2405 -0.6391 0.7293
N -4.9555 -2.8611 4.2156
N 1.3707 -3.5961 2.5255
C -2.0732 1.3948 0.3291
C -0.8956 -4.0852 1.8321
C 2.2658 -1.9693 -1.0903
C 1.6811 1.0536 -3.7976
C -0.2126 -1.7016 2.2334
C -6.5577 1.6004 4.4197
C 3.4066 -1.0567 -0.6898
C -0.8621 2.3987 -1.6737
C -7.4006 -2.5758 4.1489
C -6.0514 -1.9581 3.8142
C 2.3120 0.2277 -8.4302
C -5.8692 -0.6255 4.4898
C 2.8722 4.2527 0.4005
C 3.8089 3.6517 -0.6569
C 0.0775 -1.9453 -1.9840
C -0.8365 2.0871 -0.1985
C 2.4586 0.7795 -6.1587
C -2.9355 0.4878 2.3443
C -3.1092 -4.5650 1.1885
C -0.0340 -3.1610 2.6434
C 2.2859 0.1298 -4.8214
C 5.8888 4.6531 -0.2228
C 4.7486 -1.7524 -0.8236
C 2.8814 3.4249 1.6831
H 0.6044 1.1902 -3.9236
H 0.1869 0.9527 1.0771
H -7.9206 -3.0171 3.2933
H 2.3458 -0.5991 -9.1375
H -5.5806 1.9462 4.0528
H -0.8104 -5.1157 2.2108
H 4.8210 -2.5334 -0.0658
H -4.7591 -3.5134 3.4667
H 0.3837 0.4517 -0.4844
H -6.5601 1.6951 5.5145
H 1.5809 -3.7832 1.5540
H -3.6299 1.2403 2.7476
H -3.4752 -5.2948 1.9180
H -7.3841 -3.3654 4.9028
H -2.2711 0.4563 -0.2168
H -0.6738 2.9615 0.4406
H 3.3122 1.4764 -6.1650
H 2.5683 -2.5205 -1.9931
H -0.6518 -1.2114 -2.3303
H -2.5378 -0.0073 3.2290
H 5.3301 5.5160 0.1664
H 1.3050 0.6623 -8.4784
H 0.4155 -1.3809 1.3947
H 3.8229 0.1868 0.8603
H 1.1194 3.4278 -0.2246
H -1.1346 1.5049 -2.2466
H 1.6527 -0.7560 -4.9321
H -0.3637 -2.6429 -1.2684
H 3.0173 0.9931 -8.7889
H -6.0274 -1.8091 2.7289
H 6.2242 4.8960 -1.2348
H 0.0744 2.8128 -2.0291
H -0.2666 -3.2198 3.7102
H -5.9483 -0.6400 5.5901
H 5.5383 -1.0209 -0.6235
H 1.5909 1.4203 -6.3910
H 1.9800 -2.8700 2.8762
H 0.4472 -2.4571 -2.8793
H 4.1720 0.3237 -4.0193
H 3.7808 4.2600 -1.5702
H 2.3006 -0.2505 0.8055
H 3.9935 -1.0115 -4.9857
H -1.2305 -1.4470 1.9247
H -0.0308 -0.9375 2.9990
H -4.0918 -2.3447 4.3477
H 6.7243 4.5190 0.4625
H -3.9667 -3.9863 0.8508
H 3.4218 2.6685 -0.9515
H 0.9251 4.8299 0.4520
H 2.5817 2.3974 1.4774
H 3.2411 5.2678 0.5775
H -3.4805 -0.1760 1.6697
H -7.3129 2.2680 4.0105
H 2.2272 3.9023 2.4181
H 2.0359 -2.7165 -0.3194
H 3.3923 -0.1817 -1.3455
H -1.6961 3.0764 -1.8886
H -0.5084 -4.1313 0.7932
H -8.1036 -1.8325 4.5374
H -2.9697 2.0229 0.1973
H 3.8633 3.3948 2.1638
H 2.0515 2.0822 -3.9228
H 4.9556 -2.1283 -1.8244
H -4.8403 -0.2561 4.3244
H -2.5863 -5.0466 0.3611
H 1.8748 0.7343 -2.7779
*
```

Computed properties:
Electronic energy (Eh): -1733.865480
LUMO level (eV): 0.5
Gap between HOMO and LUMO (eV): 9.605
HOMO (eV): -9.06
ΔE to the lowest compared entry with this formula, charge and spin (eV): 0.834
Molecular weight (g/mol): 534.8
SMILES string: COC[C@H](C)N.COC[C@H](C)N.COC[C@H](C)N.COC[C@H](C)N.COC[C@H](C)N.COC[C@H](C)N